Molecular formula: C3H4ClNS
Method: DFT, ωB97M-V with the def2-TZVPD basis set

CARTESIAN COORDINATES (ANGSTROEM)
H (0.11290, -1.59408, -2.19674)
N (-1.28933, 2.00668, 2.43980)
H (0.86371, 0.70886, 0.91248)
Cl (0.33970, -1.42425, 2.18679)
H (0.25328, 0.13044, -2.59474)
C (-0.74587, 1.18307, 1.86363)
C (-0.08523, 0.23605, 1.03345)
S (-1.02488, -0.27677, -0.47941)
H (1.30009, -0.44398, -1.33858)
C (0.27563, -0.52601, -1.82669)

Values from the calculation:
LUMO level	-0.6	eV
HOMO energy	-9.90	eV
SMILES string	CS[C@H](Cl)C#N
HOMO-LUMO gap	0.343	Ha
ΔE to the lowest compared entry with this formula, charge and spin	118.9	kJ/mol
DFT total energy	-28021.871	eV
molecular weight	121.6	u

Results of the Mulliken charge analysis, in e, for atoms 1 through 6: number 1, H, carries 0.27; number 2, N, carries -0.32; number 3, H, carries 0.35; number 4, Cl, carries -0.20; number 5, H, carries 0.34; number 6, C, carries 0.09